The following is a DFT calculation (ωB97M-V with the def2-TZVPD basis set) of a structure of composition C2HF2I2N.

LUMO energy (alpha / beta) (eV): -0.44 / -0.44
HOMO (alpha / beta) (eV): -9.20 / -9.20
Total energy (hartree): -926.51904
Gap between HOMO and LUMO (alpha / beta) (eV): 8.8 / 8.8
Strongest force on any atom (eV/Å): 1.117

The geometry in XYZ format:
```
8
Properties=species:S:1:pos:R:3:forces:R:3:lowdin_charge:R:1
C 0.698 0.071 -0.230 -1.0 0.4 0.3 -1.01
C 1.413 -0.890 0.325 0.4 0.0 -0.2 -0.61
N -2.674 0.692 0.131 -0.2 0.0 0.6 -0.62
F 1.025 -2.153 0.361 0.1 0.0 0.2 0.08
F 2.631 -0.774 0.831 -0.4 0.0 -0.2 0.11
I 1.252 2.072 -0.184 -0.1 -0.4 -0.1 0.85
I -1.414 -0.459 -0.722 0.7 0.1 -0.2 1.33
H -2.931 1.441 -0.511 0.4 0.0 -0.3 -0.12
```
Forces are in eV/Å.

---

The following is a DFT calculation (ωB97M-V with the def2-TZVPD basis set) of an isolated molecule of C2HF3I2.

LUMO energy (eV): -0.58
HOMO (eV): -8.39
Total energy (hartree): -971.65639
Gap between HOMO and LUMO (eV): 7.8
Strongest force on any atom (eV/Å): 1.851

The geometry in XYZ format:
```
8
Properties=species:S:1:pos:R:3:forces:R:3:lowdin_charge:R:1
C 0.863 -0.628 1.483 0.3 -1.5 -1.1 -0.93
C -0.424 0.312 -1.452 0.3 0.2 0.8 -0.73
F -0.283 -1.287 1.511 0.0 0.1 0.4 -0.20
F -1.583 -0.295 -1.230 -0.2 -0.2 0.1 0.02
F -0.576 1.153 -2.465 0.1 0.3 -0.4 0.01
I 1.546 -0.361 3.460 0.0 0.3 0.7 0.67
I 0.084 1.517 0.337 -0.4 0.7 -0.7 1.04
H 0.372 -0.411 -1.645 0.0 0.1 0.2 0.11
```
Forces are in eV/Å.

---

The following is a DFT calculation (ωB97M-V with the def2-TZVPD basis set) of an isolated molecule of C2HF3OS.

LUMO energy (eV): 0.40
HOMO (eV): -10.46
SMILES string: O=CSC(F)(F)F
Total energy (hartree): -849.81636
Gap between HOMO and LUMO (eV): 10.9
Strongest force on any atom (eV/Å): 3.082

The geometry in XYZ format:
```
8
Properties=species:S:1:pos:R:3:forces:R:3:lowdin_charge:R:1
O -0.496 -1.409 2.394 -0.2 0.2 -0.5 0.03
C -0.358 -1.002 1.294 1.3 0.6 -1.9 -0.49
S 0.809 0.435 0.857 -0.8 0.3 0.2 0.96
C 0.257 0.822 -0.909 1.2 -1.4 2.5 -0.88
F -0.981 1.247 -0.991 -0.3 0.9 -0.3 0.13
F 0.273 -0.379 -1.505 0.4 0.3 -1.3 0.06
F 1.146 1.700 -1.415 -1.1 -0.9 -0.1 0.09
H -0.650 -1.415 0.275 -0.5 -0.1 1.4 0.10
```
Forces are in eV/Å.

---

The following is a DFT calculation (ωB97M-V with the def2-TZVPD basis set) of a cluster of 2 separate species, C2HF4I in total.

LUMO energy (alpha / beta) (eV): 0.25 / -1.69
HOMO (alpha / beta) (eV): -7.63 / -10.63
Total energy (hartree): -773.79388
Gap between HOMO and LUMO (alpha / beta) (eV): 7.9 / 8.9
Strongest force on any atom (eV/Å): 2.122
<S²>: 2.007
Multiplicity: 3

The geometry in XYZ format:
```
8
Properties=species:S:1:pos:R:3:forces:R:3:lowdin_charge:R:1
C 0.018 0.823 0.886 -1.9 0.0 0.6 -0.24
C 2.019 0.850 -0.638 0.7 0.0 -2.0 -0.90
F -1.023 1.662 0.703 0.8 -0.3 0.5 0.04
F -0.428 -0.433 0.787 0.4 0.2 0.1 0.05
F 1.703 0.299 -1.818 0.2 0.0 0.6 0.01
F 2.211 2.138 -0.854 0.0 0.1 0.3 0.02
I 3.468 -0.122 0.488 0.5 -0.2 0.2 0.91
H 0.717 0.990 1.727 -0.7 0.2 -0.3 0.11
```
Forces are in eV/Å.

---

The following is a DFT calculation (ωB97M-V with the def2-TZVPD basis set) of a structure of composition C2HFFeO2.

LUMO energy (alpha / beta) (eV): -0.90 / -1.05
HOMO (alpha / beta) (eV): -7.46 / -7.41
Total energy (hartree): -1590.62946
Gap between HOMO and LUMO (alpha / beta) (eV): 6.6 / 6.4
Strongest force on any atom (eV/Å): 4.769
<S²>: 6.041
Multiplicity: 5

The geometry in XYZ format:
```
7
Properties=species:S:1:pos:R:3:forces:R:3:lowdin_charge:R:1
C -0.065 1.585 0.277 3.0 -1.1 3.3 0.06
H -0.964 1.374 0.888 0.0 0.0 -1.1 0.12
F 0.797 2.236 1.222 -1.4 -0.9 -2.4 -0.06
O 0.721 0.371 -0.132 -1.3 4.5 0.7 -0.03
C 0.004 -0.610 -0.534 -1.3 -4.1 -0.1 -0.51
O -1.270 -0.717 -0.441 0.4 2.5 -0.2 -0.18
Fe -0.482 -2.480 -0.139 0.6 -1.1 -0.3 0.60
```
Forces are in eV/Å.

---

The following is a DFT calculation (ωB97M-V with the def2-TZVPD basis set) of a structure of composition C2HFNaO2.

LUMO energy (eV): -4.43
HOMO (eV): -15.26
Total energy (hartree): -489.17843
Gap between HOMO and LUMO (eV): 10.8
Net charge: +1
Strongest force on any atom (eV/Å): 1.450

The geometry in XYZ format:
```
7
Properties=species:S:1:pos:R:3:forces:R:3:lowdin_charge:R:1
F -1.076 1.460 -0.067 -0.1 0.0 0.8 0.10
O -0.230 -0.411 0.269 1.2 0.0 -0.7 0.13
C -1.341 0.201 0.162 -1.1 0.2 -1.0 -0.19
Na -3.850 -0.606 -0.021 0.2 0.1 -0.1 0.72
O -4.112 -0.794 -2.606 0.0 0.0 0.2 0.00
C -4.084 -0.721 -3.734 0.0 0.0 0.0 0.09
H -0.233 -1.249 -0.222 -0.1 -0.4 0.8 0.14
```
Forces are in eV/Å.

---

The following is a DFT calculation (ωB97M-V with the def2-TZVPD basis set) of a structure of composition C2HFO4P.

LUMO energy (eV): 4.18
HOMO (eV): -3.88
Total energy (hartree): -819.14506
Gap between HOMO and LUMO (eV): 8.1
Net charge: -1
Strongest force on any atom (eV/Å): 4.577

The geometry in XYZ format:
```
9
Properties=species:S:1:pos:R:3:forces:R:3:lowdin_charge:R:1
C -0.195 -0.505 -1.080 2.1 -1.7 -2.2 -0.22
C 0.909 0.127 -0.693 0.7 -0.1 -0.6 -0.55
O -1.407 1.470 1.759 0.0 -0.3 -0.4 -0.31
O -0.112 -0.845 1.846 -0.4 0.2 0.6 -0.31
O -1.219 -0.164 -0.333 -3.3 1.5 2.8 -0.17
O 0.905 0.986 0.283 -2.2 0.0 1.5 -0.05
F 2.132 -0.065 -1.167 0.9 -0.4 -0.9 0.08
P -0.662 0.345 1.176 1.7 -0.1 -1.4 0.41
H -0.351 -1.349 -1.792 0.5 1.0 0.7 0.13
```
Forces are in eV/Å.

---

The following is a DFT calculation (ωB97M-V with the def2-TZVPD basis set) of a structure of composition C2HFeO3.

LUMO energy (alpha / beta) (eV): -6.00 / -6.69
HOMO (alpha / beta) (eV): -16.24 / -16.15
Total energy (hartree): -1565.93981
Gap between HOMO and LUMO (alpha / beta) (eV): 10.2 / 9.5
Net charge: +1
Strongest force on any atom (eV/Å): 2.838
<S²>: 6.009
Multiplicity: 5

The geometry in XYZ format:
```
7
Properties=species:S:1:pos:R:3:forces:R:3:lowdin_charge:R:1
C -3.383 -2.073 -1.540 -0.7 0.4 -0.3 0.08
O -4.486 -2.267 -1.567 1.1 0.0 0.1 0.21
C 0.269 -1.595 0.180 -0.4 -2.3 1.6 -0.43
O -0.792 -0.959 0.450 -0.2 0.6 -0.7 -0.07
O 0.589 -1.823 -1.019 0.0 0.5 -0.6 -0.07
Fe -1.226 -1.183 -1.499 -0.3 -0.2 0.4 1.10
H 0.687 -2.240 1.001 0.4 1.1 -0.6 0.18
```
Forces are in eV/Å.

---

Question: The highest strongest force on any atom belongs to which entry?
Answer: C2HFFeO2

---

Question: Look up the total energy of the fifth one.
Answer: -1590.62946 hartree